C24H34F13NO7 | the ωB97M-V functional and the def2-TZVPD basis

Geometry as XYZ:
```
79
Properties=species:S:1:pos:R:3:forces:R:3
O -6.18337 -1.48806 -1.53969 -0.2 -0.1 -0.1
C -5.05792 -1.69843 -1.16621 -0.1 0.0 0.2
C -3.81886 -1.89607 -2.01868 0.2 0.1 0.1
C -2.78398 -1.09275 -1.20140 0.1 -0.2 -0.1
C -2.98078 0.41498 -1.42788 0.0 0.0 -0.1
C -1.78380 1.29421 -1.05104 0.0 -0.1 -0.2
C -1.50135 1.37166 0.42724 0.1 0.0 0.4
F -0.81887 0.26266 0.84548 -0.2 0.0 0.0
F -2.63797 1.43596 1.17354 0.0 0.0 -0.1
C -0.63582 2.60504 0.80206 0.1 0.0 0.0
F -1.35130 3.72532 0.63341 -0.1 0.2 -0.1
F 0.38960 2.62156 -0.09083 0.0 0.1 0.0
C 0.08551 2.69048 2.18912 -0.4 -0.2 -0.2
F 0.82330 1.56745 2.29113 0.4 0.0 0.3
F 0.90900 3.74564 2.10223 0.1 0.0 0.1
C -0.77503 2.86040 3.49612 0.1 -0.1 -0.1
F -2.02419 3.21233 3.15677 -0.1 0.0 0.0
F -0.26094 3.84411 4.24780 0.0 0.1 0.0
C -0.88550 1.59047 4.39386 0.1 0.0 -0.2
F -1.77057 1.88764 5.34893 -0.1 0.0 0.2
F -1.38502 0.59004 3.64853 0.0 0.0 0.0
C 0.45182 1.10287 5.08455 0.0 0.1 -0.1
F 0.29034 1.05057 6.39864 -0.1 0.0 0.1
F 1.47118 1.93060 4.82881 -0.1 0.0 0.0
F 0.77877 -0.10698 4.64723 0.0 -0.1 0.0
C -3.17935 -1.60120 0.20048 0.0 -0.2 0.1
N -4.65315 -1.69444 0.17281 0.3 0.5 -0.5
H -3.53990 -2.95703 -2.00302 -0.1 0.1 -0.1
H -3.99039 -1.56521 -3.04232 0.0 0.0 0.1
H -1.75128 -1.36699 -1.44582 -0.2 0.0 0.0
H -3.13627 0.56806 -2.50219 0.0 0.0 0.1
H -3.89390 0.77493 -0.94010 0.1 0.0 0.0
H -0.87941 0.88848 -1.51739 -0.1 0.1 0.1
H -1.92464 2.31245 -1.42511 -0.1 -0.1 0.0
H -2.76906 -2.61208 0.31482 0.0 0.1 0.1
H -2.83332 -1.02149 1.05409 -0.1 0.1 -0.2
H -5.15160 -0.98145 0.69063 -0.1 -0.3 0.2
C 3.17145 -2.86839 1.46145 -0.1 0.0 0.0
C 3.38793 -2.75198 -0.03268 0.0 0.0 0.1
O 2.15881 -2.56582 -0.74644 0.0 0.1 -0.1
C 1.56372 -1.36109 -0.87990 0.0 -0.1 0.1
C 2.09334 -0.16929 -0.12369 0.1 0.0 -0.1
O 0.57671 -1.29193 -1.56410 0.1 0.0 0.0
H 2.75657 -1.95297 1.88354 0.0 0.0 0.0
H 4.11845 -3.07432 1.96130 0.0 0.0 0.0
H 2.48176 -3.68431 1.67984 0.0 0.0 0.0
H 4.09831 -1.96453 -0.28712 0.0 0.0 0.0
H 3.78503 -3.68430 -0.43230 0.0 0.0 0.0
H 1.50384 -0.08001 0.78700 0.0 0.0 0.0
H 1.91322 0.71129 -0.73484 0.0 0.0 0.1
H 3.14436 -0.21223 0.14685 0.0 -0.1 0.0
C 1.47358 5.99046 -0.52929 0.0 0.0 0.0
C 2.02889 6.16456 -1.92619 0.0 0.0 0.0
O 0.99786 6.13750 -2.91954 0.0 0.0 -0.1
C 0.25230 7.22031 -3.23719 -0.1 -0.1 0.0
C 0.40627 8.49839 -2.44470 0.1 0.0 -0.1
O -0.54921 7.11791 -4.12393 0.1 0.0 0.1
H 0.81851 6.81577 -0.24821 0.0 0.0 0.0
H 2.28609 5.93952 0.19682 0.0 0.0 0.0
H 0.89961 5.06750 -0.47162 0.0 0.0 0.0
H 2.63410 7.06667 -2.02138 0.0 0.0 0.0
H 2.66741 5.32181 -2.18767 0.0 0.0 0.0
H -0.37801 8.51880 -1.68748 0.0 0.0 0.0
H 0.24050 9.33053 -3.12354 0.0 0.0 0.0
H 1.36574 8.62098 -1.95188 0.0 0.0 0.0
C 0.42238 -5.44972 -1.34203 -0.1 -0.1 -0.1
C 0.68173 -6.22599 -0.07092 0.0 0.0 0.0
O 0.36405 -7.61807 -0.19193 0.0 0.0 0.0
C 1.20796 -8.51656 -0.74333 -0.1 -0.1 -0.1
C 2.48655 -8.04452 -1.39934 0.0 0.0 0.1
O 0.89665 -9.67551 -0.73307 0.0 0.1 0.0
H 1.05371 -5.79406 -2.16230 0.0 0.0 0.0
H 0.62478 -4.39169 -1.17984 0.0 0.0 0.0
H -0.61717 -5.56659 -1.64900 0.0 0.0 0.0
H 1.70839 -6.10295 0.28049 0.0 0.0 0.0
H 0.02801 -5.87649 0.72734 0.0 0.0 0.0
H 2.30259 -7.96546 -2.47104 0.0 0.0 0.0
H 3.24176 -8.80985 -1.24170 0.0 0.0 0.0
H 2.85946 -7.08908 -1.04301 0.0 0.0 0.0
```
Forces are in eV/Å.

Summary:
total charge	0
Kohn-Sham gap	9.79	eV
calculated total energy	-76590.63212	eV
structure (SMILES)	O=C1C[C@@H](CCC(F)(F)C(F)(F)C(F)(F)C(F)(F)C(F)(F)C(F)(F)F)CN1.CCOC(C)=O.CCOC(C)=O.CCOC(C)=O